{
  "formula": "C19H21NO3",
  "method": "ωB97M-V/def2-TZVPD",
  "smiles": "CC(=O)c1cccc(NC(=O)CCCOc2ccc(C)cc2)c1",
  "orbital_gap_ev": 8.61,
  "e_lumo_ev": 0.2982,
  "relative_energy_ev": 0.6565,
  "total_charge": 0,
  "total_energy_ha": -1017.114927,
  "symbols": ["C", "C", "O", "C", "C", "C", "C", "C", "N", "C", "O", "C", "C", "C", "O", "C", "C", "C", "C", "C", "C", "C", "C", "H", "H", "H", "H", "H", "H", "H", "H", "H", "H", "H", "H", "H", "H", "H", "H", "H", "H", "H", "H", "H"],
  "xyz": [[-7.5274, -1.4825, 0.4373], [-6.1978, -1.0587, 1.0095], [-5.9392, -1.1979, 2.1848], [-5.2142, -0.4617, 0.0682], [-5.4666, -0.2578, -1.2879], [-4.4896, 0.3066, -2.0873], [-3.2606, 0.6752, -1.5688], [-2.9965, 0.4766, -0.2150], [-1.7833, 0.8217, 0.3841], [-0.6786, 1.3999, -0.1776], [-0.5855, 1.7110, -1.3418], [0.4311, 1.6111, 0.8396], [1.6540, 2.2638, 0.2021], [2.8111, 2.3537, 1.1990], [3.2060, 1.0922, 1.6924], [3.9374, 0.2520, 0.8998], [4.1767, -1.0144, 1.4356], [4.9169, -1.9427, 0.7371], [5.4429, -1.6441, -0.5163], [6.2343, -2.6686, -1.2721], [5.2030, -0.3842, -1.0392], [4.4600, 0.5603, -0.3490], [-3.9780, -0.0904, 0.5890], [-8.0415, -0.6228, 0.0131], [-7.3794, -2.2223, -0.3461], [-8.1373, -1.9114, 1.2283], [-6.4139, -0.5330, -1.7226], [-4.6846, 0.4651, -3.1375], [-2.5068, 1.1138, -2.2003], [-1.7337, 0.6076, 1.3713], [0.0534, 2.2328, 1.6557], [0.7174, 0.6424, 1.2581], [1.4019, 3.2661, -0.1459], [1.9500, 1.6727, -0.6655], [3.6615, 2.8849, 0.7549], [2.4915, 2.9043, 2.0893], [3.7722, -1.2431, 2.4095], [5.0917, -2.9178, 1.1688], [6.6908, -2.2323, -2.1569], [7.0187, -3.0866, -0.6432], [5.5882, -3.4882, -1.5869], [5.6004, -0.1244, -2.0102], [4.3045, 1.5278, -0.8001], [-3.8013, -0.2566, 1.6427]],
  "forces_ev_per_a": [[0.0, -0.1, 0.3], [-0.3, -0.1, 0.0], [0.0, 0.0, 0.0], [0.6, 0.3, -0.1], [-0.1, -0.1, 0.2], [0.0, 0.0, 0.0], [0.1, 0.1, -0.1], [-0.3, -0.1, -0.2], [-0.1, -0.1, 0.4], [0.1, -0.1, 0.6], [0.0, 0.1, -0.3], [0.3, 0.2, -0.4], [0.1, -0.2, 0.3], [-0.2, 0.4, -0.3], [0.1, -0.3, 0.1], [0.1, -0.2, 0.0], [-0.1, 0.2, 0.0], [0.0, 0.1, 0.0], [0.1, 0.1, -0.1], [-0.1, 0.0, 0.0], [0.1, -0.2, 0.1], [-0.2, 0.3, 0.2], [-0.1, 0.0, -0.1], [-0.1, 0.0, -0.1], [0.0, 0.0, -0.1], [0.0, 0.0, 0.0], [-0.1, 0.0, 0.0], [0.0, 0.0, -0.1], [0.0, 0.0, 0.0], [0.1, 0.1, -0.2], [0.0, -0.1, 0.1], [-0.1, 0.0, 0.1], [0.0, 0.0, -0.1], [0.0, 0.1, 0.0], [0.0, 0.0, 0.1], [0.1, 0.0, -0.1], [0.0, 0.0, 0.1], [0.0, -0.1, 0.1], [0.1, 0.0, -0.1], [0.1, -0.1, 0.0], [0.0, -0.1, -0.1], [0.0, 0.0, -0.1], [-0.1, 0.1, 0.0], [0.0, 0.0, 0.1]],
  "lowdin_charge": [-0.02, -0.40, 0.08, -0.16, -0.04, -0.06, 0.00, -0.20, 0.12, -0.45, 0.08, -0.10, -0.16, -0.20, -0.06, -0.27, 0.00, -0.05, -0.29, -0.06, -0.04, -0.02, 0.04, 0.09, 0.09, 0.08, 0.10, 0.11, 0.10, 0.15, 0.13, 0.13, 0.13, 0.11, 0.12, 0.13, 0.12, 0.11, 0.07, 0.08, 0.08, 0.11, 0.11, 0.12]
}